Run A
{
  "formula": "C2HN4S",
  "method": "the ωB97M-V functional and the def2-TZVPD basis",
  "elements": ["C", "C", "N", "N", "N", "N", "S", "H"],
  "coordinates": [[0.7640, 1.2169, 0.8865], [0.1453, 1.3451, -0.3647], [-0.1893, -2.1698, 0.9830], [1.1105, 1.2006, 1.9592], [-0.5991, -2.3251, -0.0810], [-0.9473, -2.5704, -1.1309], [-0.2805, 2.7781, -1.1727], [-0.0036, 0.5245, -1.0793]],
  "lowdin_charge": [-0.332, -0.584, -0.100, 0.183, -0.701, -0.111, 0.613, 0.033],
  "total_charge": -1,
  "lumo_ev": 1.02,
  "multiplicity": 1,
  "gap_ev": 3.782
}


Run B
{
  "formula": "C2HN4S",
  "method": "the ωB97M-V functional and the def2-TZVPD basis",
  "elements": ["C", "C", "N", "N", "N", "N", "S", "H"],
  "coordinates": [[0.1875, 0.2166, -0.2706], [-0.0668, -1.2463, 1.4633], [1.0537, 1.2510, -0.3708], [-0.7657, 0.2754, -1.1998], [0.5653, 1.9027, -1.4193], [-0.4556, 1.3238, -1.8441], [-0.4565, -2.7530, 1.1774], [-0.0618, -0.9702, 2.4638]],
  "lowdin_charge": [-0.300, -0.587, -0.087, -0.087, -0.181, -0.219, 0.533, -0.072],
  "total_charge": -1,
  "lumo_ev": 3.08,
  "multiplicity": 1,
  "gap_ev": 7.979
}


Energy above the most stable structure, in eV: run A 0.000; run B 1.455


Run A
{
  "formula": "C7H19NO2",
  "method": "the ωB97M-V functional and the def2-TZVPD basis",
  "elements": ["C", "C", "C", "C", "N", "H", "H", "H", "H", "H", "H", "H", "H", "H", "H", "H", "C", "C", "C", "O", "O", "H", "H", "H", "H", "H", "H", "H", "H"],
  "coordinates": [[1.5602, 0.3973, -0.8277], [0.5404, 1.5201, -0.6261], [0.9822, -0.7595, -1.6482], [2.7934, 0.9703, -1.5379], [1.8829, -0.1325, 0.5034], [2.2832, 0.5908, 1.0917], [2.5556, -0.8887, 0.4355], [2.5181, 1.3628, -2.5138], [-0.2646, 1.1867, 0.0170], [0.1247, 1.8393, -1.5785], [1.0179, 2.3804, -0.1558], [0.1713, -1.2442, -1.1112], [0.6102, -0.4000, -2.6047], [1.7542, -1.5034, -1.8397], [3.2312, 1.7801, -0.9548], [3.5510, 0.2002, -1.6802], [-1.5398, -0.6163, 1.6335], [-2.5111, 0.1050, -0.6077], [-2.2949, -1.2171, 2.8102], [-2.5524, -0.6861, 0.5498], [-0.4032, -1.3576, 1.3940], [0.3577, -0.8259, 1.0482], [-1.3107, 0.4536, 1.7931], [-3.4697, -0.0529, -1.1073], [-1.7113, -0.1919, -1.2953], [-2.4177, 1.1728, -0.3720], [-3.3486, -1.2134, 2.5119], [-1.9579, -2.2387, 2.9577], [-2.1523, -0.6311, 3.7147]],
  "lowdin_charge": [-0.665, -0.043, -0.044, -0.056, 0.053, 0.102, 0.103, 0.083, 0.038, 0.093, 0.086, 0.066, 0.088, 0.084, 0.078, 0.079, -0.453, -0.127, -0.017, -0.173, -0.021, 0.029, 0.144, 0.089, 0.063, 0.083, 0.083, 0.080, 0.074],
  "smiles": "CO[C@@H](C)O.CC(C)(C)N",
  "total_charge": 0,
  "lumo_ev": 0.76,
  "multiplicity": 1,
  "gap_ev": 10.320
}


Run B
{
  "formula": "C7H19NO2",
  "method": "the ωB97M-V functional and the def2-TZVPD basis",
  "elements": ["C", "C", "C", "C", "N", "C", "C", "C", "H", "H", "H", "H", "H", "H", "H", "H", "H", "H", "H", "H", "H", "H", "H", "H", "H", "O", "H", "H", "O"],
  "coordinates": [[-0.5603, 2.9255, -0.9269], [-0.3140, 1.6420, -1.6937], [0.8394, 0.7564, -1.2087], [0.6269, -0.1554, 0.0119], [-2.3467, -2.4822, -0.2030], [-1.4718, -1.4191, -0.1149], [-0.1414, -1.4306, -0.2811], [0.6102, -2.6260, -0.6218], [-0.6152, 2.7377, 0.1491], [-1.5081, 3.4369, -1.1920], [0.1763, 3.7037, -1.1778], [-1.2843, 1.1306, -1.8236], [-0.1282, 1.9119, -2.7532], [1.7601, 1.2736, -0.9046], [0.9704, 0.1888, -2.1478], [1.5691, -0.5811, 0.3425], [0.2333, 0.3900, 0.8954], [-3.3256, -2.3677, -0.0283], [-2.0477, -3.4504, -0.1683], [-1.9851, -0.4738, 0.0853], [0.0611, -3.5845, -0.5998], [1.5434, -2.8162, -0.0550], [0.9046, -2.9588, -1.6494], [-0.0119, 2.5914, 2.6142], [1.5129, 2.4436, 2.9128], [0.7344, 1.9863, 2.5948], [1.8315, -0.3988, 3.0528], [1.3229, -1.4800, 2.0916], [1.0438, -0.8937, 2.7996]],
  "lowdin_charge": [-0.125, -0.279, -0.191, -0.202, 0.050, -0.165, -0.334, -0.091, 0.051, 0.072, 0.072, 0.103, 0.104, 0.112, 0.112, 0.084, 0.091, 0.073, 0.079, 0.124, 0.063, 0.082, 0.090, 0.041, 0.040, -0.045, 0.038, 0.013, -0.059],
  "smiles": "CCCC/C(C)=C/N.O.O",
  "total_charge": 0,
  "lumo_ev": 0.65,
  "multiplicity": 1,
  "gap_ev": 7.902
}


Energy above the most stable structure, in eV: run A 0.000; run B 1.306


Run A
{
  "formula": "C2H7N2",
  "method": "the ωB97M-V functional and the def2-TZVPD basis",
  "elements": ["C", "N", "C", "N", "H", "H", "H", "H", "H", "H", "H"],
  "coordinates": [[-0.8915, 0.0571, -1.4991], [1.0963, -0.5643, 1.8184], [0.0288, -0.1882, 0.8917], [0.2362, 0.2610, -0.5614], [-0.5665, -0.0256, -2.5319], [-1.7402, 0.7292, -1.3033], [-1.2518, -0.9396, -1.1498], [1.5715, -1.3817, 1.4800], [1.6983, 0.2771, 1.8262], [-0.5327, 0.4993, 1.4848], [0.3517, 1.2757, -0.4555]],
  "lowdin_charge": [-0.154, -0.012, -0.170, -0.146, 0.064, 0.070, 0.075, 0.048, 0.077, 0.068, 0.081],
  "total_charge": 0,
  "lumo_ev": [1.27, 0.18],
  "s2": 0.753,
  "multiplicity": 2,
  "gap_ev": [9.837, 9.408]
}


Run B
{
  "formula": "C2H7N2",
  "method": "the ωB97M-V functional and the def2-TZVPD basis",
  "elements": ["C", "N", "C", "N", "H", "H", "H", "H", "H", "H", "H"],
  "coordinates": [[-1.5046, -0.5497, -0.4978], [-0.1710, -0.5510, 0.1136], [0.8216, 0.3397, -0.1042], [1.8114, 0.8168, 0.7272], [-1.7992, 0.3502, -1.0358], [-1.5439, -1.3314, -1.2673], [-2.2082, -0.7487, 0.3108], [-0.0853, -1.4244, 0.6221], [0.7418, 0.8519, -1.0639], [1.7773, 0.5182, 1.6926], [2.1601, 1.7284, 0.5027]],
  "lowdin_charge": [-0.113, -0.132, -0.329, 0.021, 0.073, 0.071, 0.070, 0.111, 0.092, 0.073, 0.063],
  "total_charge": 0,
  "lumo_ev": [1.27, 1.20],
  "s2": 0.754,
  "multiplicity": 2,
  "gap_ev": [5.954, 9.882]
}


Energy above the most stable structure, in eV: run A 0.575; run B 0.000


Run A
{
  "formula": "C5H10N3O",
  "method": "the ωB97M-V functional and the def2-TZVPD basis",
  "elements": ["C", "C", "C", "C", "C", "N", "N", "N", "O", "H", "H", "H", "H", "H", "H", "H", "H", "H", "H"],
  "coordinates": [[-2.4626, 2.2703, 1.5795], [-0.6136, -0.7923, -0.3831], [0.8871, 1.1261, -0.6637], [1.6324, -1.1606, 0.2103], [0.5166, -0.1510, 0.1074], [-2.6659, 1.2407, 1.0475], [-1.2791, -1.6089, -0.8995], [-2.3262, -2.4336, -0.9914], [-2.6502, 0.1523, 0.4723], [-2.4163, 3.1960, 1.9500], [1.8232, 1.5382, -0.2356], [0.0064, 1.9168, -0.6903], [1.0444, 0.9759, -1.6735], [2.0322, -1.4471, -0.7508], [1.3682, -2.0459, 0.6538], [2.3887, -0.8683, 0.8950], [0.2159, 0.1246, 1.1497], [-2.7466, -2.5933, -1.9756], [-3.0445, -2.2245, -0.3471]],
  "lowdin_charge": [0.241, 0.045, -0.021, -0.025, -0.372, -0.135, 0.113, 0.122, -0.042, 0.057, 0.107, 0.130, 0.055, 0.109, 0.065, 0.094, 0.181, 0.182, 0.094],
  "total_charge": 1,
  "lumo_ev": -3.62,
  "multiplicity": 1,
  "gap_ev": 10.418
}


Run B
{
  "formula": "C5H10N3O",
  "method": "the ωB97M-V functional and the def2-TZVPD basis",
  "elements": ["C", "C", "C", "C", "C", "N", "N", "N", "O", "H", "H", "H", "H", "H", "H", "H", "H", "H", "H"],
  "coordinates": [[-3.0783, -0.7392, -0.2370], [0.2594, 2.0132, -0.0629], [-0.8954, -1.5563, -0.1615], [0.3470, -1.3390, 0.2069], [2.7062, -0.6887, 0.4231], [-1.8429, -0.6509, 0.0604], [-0.4696, 1.4860, 0.8107], [1.4090, -1.2572, 0.7033], [2.7347, -0.1202, -0.8635], [-3.9074, 0.0144, -0.0851], [-3.4604, -1.7065, -0.8553], [0.8067, 1.4322, -0.8306], [0.4680, 3.0703, -0.0629], [-1.2854, -2.3243, -0.7207], [2.7057, 0.1730, 1.1992], [3.5495, -1.4962, 0.3692], [-1.2048, 0.3092, 0.4861], [-1.1266, 2.0264, 1.2914], [2.4816, -0.5793, -1.6431]],
  "lowdin_charge": [0.075, 0.028, -0.124, -0.053, -0.211, -0.077, 0.076, 0.163, -0.059, 0.113, 0.152, 0.091, 0.096, 0.105, 0.166, 0.174, 0.113, 0.085, 0.086],
  "total_charge": 1,
  "lumo_ev": -3.73,
  "multiplicity": 1,
  "gap_ev": 8.885
}


Run C
{
  "formula": "C5H10N3O",
  "method": "the ωB97M-V functional and the def2-TZVPD basis",
  "elements": ["C", "C", "C", "C", "C", "N", "N", "N", "O", "H", "H", "H", "H", "H", "H", "H", "H", "H", "H"],
  "coordinates": [[0.5807, 0.8152, 0.7194], [-0.7669, -1.1527, 1.0225], [-1.1400, -0.7088, -1.4523], [0.6406, -0.4148, 2.8582], [0.4887, 0.4925, -2.6948], [0.3969, 1.1816, -0.5164], [0.0934, -0.1974, 1.5362], [-0.3758, 0.5853, -1.5321], [-1.2907, -1.2323, -0.1346], [1.3102, 1.5473, 1.1605], [-1.3090, -1.6758, 1.8429], [-2.0781, -0.7667, -1.9046], [1.5209, -1.1874, 2.8835], [1.0249, 0.5185, 3.2654], [-0.2510, -0.7545, 3.5256], [-0.1094, 0.0130, -3.4261], [0.8487, 1.4416, -3.1161], [1.4761, 0.0179, -2.3574], [-1.0601, 1.4775, -1.6798]],
  "lowdin_charge": [-0.077, -0.072, -0.021, -0.031, -0.030, 0.083, -0.099, -0.208, 0.049, 0.164, 0.176, 0.096, 0.143, 0.091, 0.133, 0.085, 0.110, 0.144, 0.263],
  "total_charge": 1,
  "lumo_ev": [-4.29, -4.30],
  "multiplicity": 1,
  "gap_ev": [7.681, 7.677]
}


Run D
{
  "formula": "C5H10N3O",
  "method": "the ωB97M-V functional and the def2-TZVPD basis",
  "elements": ["C", "C", "C", "C", "C", "N", "N", "N", "O", "H", "H", "H", "H", "H", "H", "H", "H", "H", "H"],
  "coordinates": [[-0.6886, 0.7710, 2.5206], [0.5832, 1.9477, 0.7852], [0.5411, 1.1483, -0.6233], [0.3950, -2.7420, 0.2053], [-1.5926, 0.4241, -0.3802], [-0.5235, 1.5681, 1.6243], [-0.8037, 1.1438, -1.1077], [-0.2114, -1.8993, 0.8898], [-1.0457, -0.0190, 3.2830], [1.5910, 1.7884, 1.2472], [0.4515, 3.1057, 0.6560], [1.1783, 1.6147, -1.2310], [0.9545, 0.1603, -0.4923], [-0.1274, -2.8542, -0.7250], [1.4017, -3.3011, 0.3713], [-2.6889, 0.3881, -0.4378], [-0.9911, 1.8710, -1.7130], [0.2409, -1.7038, 1.7593], [-1.2277, -0.5115, 0.0929]],
  "lowdin_charge": [-0.306, -0.123, -0.112, -0.085, 0.155, 0.087, 0.075, 0.011, 0.216, 0.139, 0.156, 0.084, 0.117, 0.064, 0.125, 0.137, 0.149, 0.047, 0.064],
  "total_charge": 1,
  "lumo_ev": -4.70,
  "multiplicity": 1,
  "gap_ev": 9.546
}


Energy above the most stable structure, in eV: run A 3.139; run B 1.673; run C 3.199; run D 0.000